P) This record from the Open Molecules 2025 dataset describes an isolated ion of composition C3H10NO2 and charge +1. The level of theory is ωB97M-V with the def2-TZVPD basis set.

Output
Frontier orbital gap: 0.4280 Eh
SMILES string: [NH3+]C(CO)CO

ORCA input file:
```
! wB97M-V def2-TZVPD RIJCOSX def2/J DEFGRID3
* xyz 1 1
O 0.975 1.902 0.894
O -1.570 -1.658 -0.599
N -1.197 0.736 0.089
C 1.400 0.641 0.596
C 0.123 0.074 -0.346
C -0.189 -1.525 -0.300
H -1.529 -2.247 -1.395
H 1.499 0.080 1.552
H 0.421 0.419 -1.368
H 1.838 2.390 0.932
H 0.061 -2.080 0.652
H -1.989 0.423 -0.589
H 0.368 -2.016 -1.185
H 2.257 0.655 -0.188
H -1.402 0.442 1.116
H -1.067 1.764 0.141
*
```


Q) This record from the Open Molecules 2025 dataset describes a 2-piece molecular cluster, C3H10NO2 overall. The level of theory is ωB97M-V with the def2-TZVPD basis set.

Output
Frontier orbital gap: 0.4536 Eh

ORCA input file:
```
! wB97M-V def2-TZVPD RIJCOSX def2/J DEFGRID3
* xyz 1 1
O 1.276 -1.852 2.580
O 0.981 -1.073 0.573
N -0.400 0.533 -1.079
C 0.020 1.794 -0.371
C -1.843 0.147 -0.970
C 1.651 -1.719 1.337
H 1.063 1.710 -0.106
H 2.624 -2.209 1.148
H -2.422 0.817 -1.589
H 0.254 -0.223 -0.834
H 1.814 -2.509 3.048
H -0.586 1.886 0.524
H -0.135 2.660 -1.005
H -2.109 0.169 0.088
H -0.268 0.756 -2.065
H -1.922 -0.888 -1.278
*
```


Which of them is the most stable, and which is the least stable? Q) and P), in that order.


P) This record from the Open Molecules 2025 dataset describes a 2-piece molecular cluster, C3H8O overall. The level of theory is ωB97M-V with the def2-TZVPD basis set.

Output
Frontier orbital gap: 0.4014 Eh
SMILES string: [H][H].CCC=O

ORCA input file:
```
! wB97M-V def2-TZVPD RIJCOSX def2/J DEFGRID3
* xyz 0 1
O 0.215 -0.841 -1.732
C 0.825 0.139 1.377
C -0.151 0.492 0.244
C 0.562 0.039 -0.987
H 0.795 -0.931 1.600
H -1.123 -0.010 0.346
H 0.536 0.707 2.253
H 1.881 0.373 1.163
H 1.556 0.522 -1.105
H -2.015 -1.063 -1.736
H -0.329 1.576 0.211
H -2.751 -1.003 -1.636
*
```


Q) This record from the Open Molecules 2025 dataset describes one molecule with the formula C3H8O. The level of theory is ωB97M-V with the def2-TZVPD basis set.

Output
Frontier orbital gap: 0.4036 Eh
SMILES string: CC(C)O

ORCA input file:
```
! wB97M-V def2-TZVPD RIJCOSX def2/J DEFGRID3
* xyz 0 1
O 0.520 1.345 0.873
C -0.047 -1.038 0.858
C 0.518 0.199 0.173
C -0.306 0.446 -1.123
H 0.399 1.283 -1.539
H -1.124 -1.028 0.979
H -0.480 1.728 0.695
H -0.300 -0.375 -1.915
H 0.185 -1.858 0.102
H -1.314 0.636 -0.884
H 1.546 -0.100 -0.027
H 0.402 -1.239 1.807
*
```


Which of them is the most stable, and which is the least stable? Q) and P), in that order.